Formula: C32H29N6Pd
Source: the Open Molecules 2025 dataset
Level of theory: ωB97M-V/def2-TZVPD

Positions of all 68 atoms, in Å:
Pd (-1.024, -0.970, -1.865)
C (2.863, -4.617, 1.160)
C (3.566, -4.613, -0.035)
C (3.083, -4.118, -1.212)
C (1.771, -3.515, -1.240)
C (1.022, -3.530, -0.068)
C (1.603, -4.015, 1.100)
N (1.234, -3.213, -2.493)
N (0.053, -2.654, -2.549)
C (-0.619, -2.617, -3.790)
C (-0.462, -3.461, -4.852)
C (-1.443, -3.382, -5.895)
C (-2.258, -2.304, -5.934)
C (-2.368, -1.397, -4.853)
C (-1.518, -1.597, -3.729)
H (3.191, -5.011, 2.111)
H (4.578, -5.052, 0.046)
H (3.531, -4.389, -2.142)
H (0.010, -3.214, -0.089)
H (1.013, -4.010, 2.012)
H (0.261, -4.329, -4.762)
H (-1.370, -4.086, -6.729)
H (-2.918, -2.170, -6.733)
H (-3.153, -0.653, -4.757)
C (-4.563, 4.703, -0.759)
C (-3.046, 4.874, -0.660)
C (-2.436, 4.257, 0.616)
C (-2.308, 4.312, -1.877)
N (-2.404, 2.799, -1.978)
C (-1.706, 1.813, -1.384)
N (-2.270, 0.659, -1.757)
N (-3.312, 0.953, -2.495)
N (-3.400, 2.221, -2.681)
H (-4.959, 4.642, 0.250)
H (-4.894, 3.811, -1.351)
H (-4.917, 5.593, -1.300)
H (-2.857, 5.944, -0.737)
H (-2.726, 3.294, 0.893)
H (-2.723, 4.834, 1.514)
H (-1.366, 4.416, 0.590)
H (-1.235, 4.561, -1.773)
H (-2.660, 4.719, -2.811)
H (-0.781, 1.899, -0.831)
C (-0.104, -0.606, -0.140)
C (0.447, -0.220, 0.914)
C (1.254, 0.187, 1.972)
C (2.331, -0.770, 2.408)
C (3.295, -1.293, 1.527)
C (4.383, -1.950, 1.964)
C (4.531, -2.233, 3.286)
C (3.539, -1.854, 4.222)
C (2.488, -1.097, 3.749)
C (0.848, 1.303, 2.752)
C (1.681, 1.965, 3.697)
C (1.136, 2.950, 4.477)
C (-0.193, 3.385, 4.396)
C (-0.988, 2.732, 3.432)
C (-0.537, 1.738, 2.639)
H (3.219, -1.102, 0.517)
H (5.114, -2.404, 1.326)
H (5.423, -2.725, 3.706)
H (3.634, -2.004, 5.307)
H (1.644, -0.913, 4.411)
H (2.638, 1.554, 3.938)
H (1.746, 3.318, 5.272)
H (-0.509, 4.220, 4.994)
H (-2.025, 3.135, 3.261)
H (-1.076, 1.300, 1.802)

As for the total charge: -1. The HOMO-LUMO gap (alpha / beta) is 4.79 / 6.24 eV. As for the spin multiplicity: 3. For the calculated total energy, the calculation gives -1693.0307 Ha.

These are the natural (NBO) partial charges, in e, on atoms 1 to 2: Pd 0.635; C -0.289